Below is a cluster of 2 separate species, C12H17N in total, with properties calculated with ωB97M-V/def2-TZVPD.

Spin multiplicity: 2
Gap between HOMO and LUMO (alpha / beta) (eV): 2.760 / 6.211
Charge: -1
Molecular weight (g mol⁻¹): 175.275

Last column: Mulliken spin population.
Positions of all 30 atoms, in Å:
C1 -1.910 1.846 2.147  -0.055
C2 -3.371 2.046 1.686  0.035
C3 -1.716 1.956 3.659  0.021
H1 -1.571 0.896 1.751  0.034
H2 -1.293 2.589 1.647  0.034
H3 -4.078 1.854 2.494  0.007
H4 -1.832 1.001 4.178  -0.012
H5 -0.764 2.394 3.946  -0.019
H6 -2.498 2.597 4.074  0.006
H7 -3.525 3.049 1.301  -0.013
H8 -3.599 1.339 0.888  -0.023
C4 2.749 -3.514 -1.355  -0.007
C5 1.464 -1.230 -1.260  -0.155
C6 1.877 -2.420 -1.919  -0.001
C7 0.727 -0.479 -2.186  0.396
C8 1.410 -2.372 -3.212  0.187
C9 1.117 0.503 0.399  -0.302
C10 0.469 1.266 -0.557  0.152
C11 1.588 -0.788 0.104  0.461
C12 0.196 0.791 -1.867  0.214
N1 0.724 -1.180 -3.362  -0.072
H9 1.218 0.903 1.403  -0.027
H10 0.152 2.259 -0.266  0.007
H11 2.095 -1.414 0.827  0.120
H12 -0.252 1.411 -2.637  -0.002
H13 3.500 -3.803 -2.096  0.002
H14 2.148 -4.389 -1.101  -0.004
H15 1.506 -3.039 -4.054  0.018
H16 0.239 -0.899 -4.191  -0.004
H17 3.233 -3.173 -0.437  0.003

=====

Below is a cluster of 2 separate species, C12H17N in total, with properties calculated with ωB97M-V/def2-TZVPD.

SMILES string: Cc1c[nH]c2ccccc12.CCC
Gap between HOMO and LUMO (eV): 8.896
Charge: 0
Molecular weight (g mol⁻¹): 175.275

Last column: Löwdin charge in e.
Positions of all 30 atoms, in Å:
C1 -2.573 0.814 -1.609  -0.046
C2 -0.430 1.220 1.423  -0.246
C3 -1.295 0.435 0.622  -0.168
C4 -1.714 1.261 -0.476  -0.241
C5 -1.143 2.473 -0.300  -0.056
C6 0.067 0.756 2.638  -0.030
C7 -0.224 -0.544 2.992  -0.100
C8 -1.636 -0.841 1.056  -0.034
C9 -1.019 -1.364 2.178  -0.098
N1 -0.366 2.465 0.851  0.073
H1 -0.109 3.260 1.412  0.150
H2 0.717 1.364 3.255  0.108
H3 -1.019 3.317 -0.958  0.122
H4 0.295 -1.022 3.815  0.099
H5 -2.375 -1.427 0.520  0.110
H6 -3.635 1.026 -1.467  0.078
H7 -2.522 -0.267 -1.744  0.071
H8 -1.259 -2.380 2.453  0.095
H9 -2.277 1.239 -2.571  0.078
C10 2.652 -0.927 -1.415  -0.294
C11 2.003 -2.277 -1.846  -0.104
C12 1.658 -0.026 -0.720  -0.136
H10 3.427 -1.171 -0.688  0.091
H11 3.135 -0.421 -2.251  0.094
H12 2.313 -3.027 -1.133  0.059
H13 2.265 -2.543 -2.864  0.060
H14 1.108 -0.486 0.102  0.060
H15 2.059 0.836 -0.157  0.077
H16 0.922 -2.221 -1.719  0.060
H17 0.977 0.479 -1.398  0.072

=====

Below is a cluster of 2 separate species, C12H17N in total, with properties calculated with ωB97M-V/def2-TZVPD.

SMILES string: Cc1c[nH]c2ccccc12.CCC
Gap between HOMO and LUMO (eV): 8.830
Charge: 0
Molecular weight (g mol⁻¹): 175.275

Last column: Löwdin charge in e.
Positions of all 30 atoms, in Å:
C1 0.900 2.903 0.104  -0.052
C2 0.800 -0.691 1.177  -0.210
C3 0.139 0.536 0.892  -0.157
C4 1.139 1.460 0.414  -0.235
C5 2.340 0.850 0.592  -0.055
C6 0.064 -1.718 1.795  -0.029
C7 -1.262 -1.477 2.088  -0.108
C8 -1.951 -0.330 1.686  -0.093
C9 -1.231 0.683 1.083  -0.038
N1 2.142 -0.409 1.158  0.066
H1 0.630 -2.588 2.101  0.105
H2 -1.787 -2.290 2.579  0.099
H3 2.926 -1.039 1.134  0.145
H4 -3.003 -0.176 1.881  0.098
H5 3.351 1.214 0.510  0.119
H6 -1.615 1.604 0.655  0.112
H7 0.362 3.400 0.908  0.079
H8 0.389 3.086 -0.842  0.072
H9 1.866 3.409 0.026  0.075
C10 -0.406 -0.904 -3.152  -0.300
C11 -1.391 -1.592 -2.203  -0.108
C12 -0.815 0.531 -3.501  -0.128
H10 -0.138 -1.534 -3.964  0.083
H11 0.506 -0.672 -2.598  0.088
H12 -2.422 -1.316 -2.415  0.071
H13 -1.376 -2.678 -2.334  0.065
H14 0.024 1.088 -3.896  0.061
H15 -1.311 1.038 -2.679  0.062
H16 -1.085 -1.434 -1.174  0.048
H17 -1.576 0.591 -4.285  0.064

=====

Below is a cluster of 2 separate species, C12H17N in total, with properties calculated with ωB97M-V/def2-TZVPD.

SMILES string: Cc1c[nH]c2ccccc12.CCC
Gap between HOMO and LUMO (eV): 8.782
Charge: 0
Molecular weight (g mol⁻¹): 175.275

Last column: Löwdin charge in e.
Positions of all 30 atoms, in Å:
C1 -2.169 2.100 0.561  -0.056
C2 -2.003 -0.311 -0.551  -0.131
C3 -2.486 1.054 -0.440  -0.242
C4 -2.449 -0.825 -1.780  -0.222
C5 -3.299 1.207 -1.506  -0.068
C6 -0.489 -2.193 -0.356  -0.101
C7 -0.979 -2.710 -1.573  -0.088
C8 -0.974 -0.992 0.115  -0.038
C9 -1.932 -1.990 -2.306  -0.030
N1 -3.485 0.008 -2.234  0.080
H1 0.305 -2.738 0.127  0.092
H2 -0.610 -3.649 -1.949  0.093
H3 -0.457 -0.547 0.957  0.102
H4 -2.065 -2.379 -3.306  0.103
H5 -2.524 3.111 0.333  0.081
H6 -1.134 2.153 0.946  0.073
H7 -3.929 2.050 -1.769  0.120
H8 -3.823 -0.045 -3.180  0.138
H9 -2.576 1.695 1.520  0.091
C10 3.618 0.904 1.736  -0.324
C11 3.582 -0.514 2.339  -0.120
C12 3.089 1.034 0.317  -0.116
H10 2.970 1.525 2.386  0.095
H11 4.549 1.414 1.974  0.094
H12 2.856 -1.219 1.925  0.059
H13 2.095 0.575 0.321  0.059
H14 2.801 2.078 0.202  0.065
H15 3.763 0.660 -0.439  0.069
H16 4.542 -1.014 2.270  0.061
H17 3.215 -0.446 3.360  0.061

=====

Below is a cluster of 2 separate species, C12H17N in total, with properties calculated with ωB97M-V/def2-TZVPD.

SMILES string: Cc1c[nH]c2ccccc12.CCC
Gap between HOMO and LUMO (eV): 8.836
Charge: 0
Molecular weight (g mol⁻¹): 175.275

Last column: Löwdin charge in e.
Positions of all 30 atoms, in Å:
C1 -0.032 -2.257 0.139  -0.338
C2 -0.090 -3.696 0.526  -0.139
C3 -0.436 -1.286 1.244  -0.099
H1 0.934 -1.893 -0.228  0.085
H2 -0.625 -2.078 -0.761  0.092
H3 0.437 -4.225 -0.278  0.072
H4 -1.353 -1.655 1.744  0.083
H5 0.311 -1.233 2.066  0.083
H6 -1.102 -4.131 0.736  0.084
H7 0.325 -3.984 1.497  0.068
H8 -0.439 -0.244 1.036  0.023
C4 2.734 1.289 0.400  -0.052
C5 -0.596 1.043 -1.218  -0.226
C6 0.266 1.605 -0.249  -0.151
C7 1.607 1.062 -0.561  -0.222
C8 1.412 0.217 -1.617  -0.087
C9 -1.973 1.291 -1.228  -0.032
C10 -2.525 2.098 -0.266  -0.095
C11 -0.346 2.361 0.787  -0.040
C12 -1.703 2.562 0.761  -0.113
N1 0.095 0.169 -2.084  0.092
H9 -0.215 -0.319 -2.903  0.145
H10 -2.529 0.952 -2.091  0.106
H11 2.159 -0.214 -2.241  0.113
H12 -3.575 2.374 -0.216  0.104
H13 0.304 2.727 1.588  0.110
H14 3.689 1.374 -0.146  0.077
H15 2.914 0.571 1.214  0.079
H16 -2.134 3.255 1.461  0.095
H17 2.486 2.269 0.886  0.081

=====

Below is a cluster of 2 separate species, C12H17N in total, with properties calculated with ωB97M-V/def2-TZVPD.

SMILES string: CCc1c[nH]c2ccccc12.CC
Gap between HOMO and LUMO (eV): 8.740
Charge: 0
Molecular weight (g mol⁻¹): 175.275

Last column: Löwdin charge in e.
Positions of all 30 atoms, in Å:
C1 1.997 3.478 -2.059  -0.174
C2 1.856 2.083 -2.664  -0.159
H1 2.353 3.444 -1.035  0.058
H2 2.751 4.090 -2.561  0.060
H3 1.077 4.048 -1.984  0.059
H4 1.705 2.081 -3.738  0.063
H5 2.660 1.447 -2.307  0.058
H6 0.913 1.720 -2.253  0.047
C3 1.374 -1.569 -1.127  -0.195
C4 0.412 -1.858 -2.298  -0.088
C5 0.764 -1.129 0.157  -0.187
C6 1.396 -1.284 1.343  -0.068
C7 -0.473 -0.444 0.461  -0.128
C8 -0.585 -0.407 1.858  -0.216
C9 -1.450 0.127 -0.370  -0.027
C10 -1.815 -0.077 2.429  -0.026
C11 -2.637 0.525 0.210  -0.092
C12 -2.826 0.341 1.593  -0.106
N1 0.554 -0.968 2.411  0.072
H7 1.928 -2.497 -0.988  0.109
H8 2.053 -0.769 -1.430  0.095
H9 0.004 -0.930 -2.660  0.046
H10 2.233 -1.956 1.473  0.122
H11 0.910 -0.619 3.285  0.145
H12 -1.227 0.222 -1.422  0.091
H13 -1.976 -0.062 3.498  0.106
H14 -3.393 1.086 -0.324  0.097
H15 -3.833 0.447 1.978  0.098
H16 -0.439 -2.429 -1.914  0.083
H17 0.900 -2.463 -3.025  0.059

=====

Below is a cluster of 2 separate species, C12H17N in total, with properties calculated with ωB97M-V/def2-TZVPD.

Spin multiplicity: 2
Gap between HOMO and LUMO (alpha / beta) (eV): 9.055 / 6.141
Charge: +1
Molecular weight (g mol⁻¹): 175.275

Last column: Mulliken spin population.
Positions of all 30 atoms, in Å:
C1 -1.241 -1.834 -1.570  0.000
C2 0.614 -0.039 -1.234  -0.030
C3 0.098 -1.433 -1.019  0.274
C4 1.533 0.168 -0.176  -0.005
C5 0.739 -2.006 0.078  0.218
C6 0.933 2.285 -1.989  -0.034
C7 1.649 2.389 -0.849  0.101
C8 0.500 0.962 -2.230  0.166
C9 2.163 1.395 0.084  0.090
N1 1.582 -0.991 0.633  0.162
H1 0.947 3.124 -2.765  0.001
H2 1.957 3.442 -0.757  0.001
H3 -0.096 0.796 -3.090  0.003
H4 2.699 1.626 0.880  0.005
H5 -1.952 -2.299 -0.933  0.007
H6 -1.088 -2.411 -2.449  0.024
H7 0.843 -2.984 0.320  0.013
H8 2.325 -1.356 1.162  -0.006
H9 -1.741 -0.928 -1.904  0.001
C10 -2.260 0.048 2.706  -0.001
C11 -2.728 0.875 1.565  -0.001
C12 -1.534 -1.335 2.506  0.004
H10 -1.835 0.702 3.469  0.000
H11 -3.263 -0.260 3.237  0.000
H12 -2.231 1.790 1.685  0.000
H13 -2.302 -1.763 1.987  -0.002
H14 -3.799 1.047 1.444  0.000
H15 -2.494 0.436 0.559  0.001
H16 -0.577 -1.230 1.964  0.005
H17 -1.261 -1.642 3.536  0.001

=====

Relative energy (zero: lowest compared OMol25 entry of this formula, charge and spin), respectively: 0.153, 0.561, 0.754, 1.186, 1.104, 0.876, 2.996 eV.
F_max, respectively: 0.66, 1.60, 2.27, 2.36, 3.21, 1.92, 7.80 eV/A.